[1]
# C35H37NO3P2Pt

A molecular structure, C35H37NO3P2Pt at a distorted geometry (the ωB97M-V functional and the def2-TZVPD basis, the OMol25 dataset).

CARTESIAN COORDINATES (ANGSTROEM)
Pt -3.7641 2.5394 -2.4562
C 0.6587 1.4735 -0.3730
C 0.9579 2.5576 -1.1150
C 1.4870 2.6298 -2.5034
C 0.5147 2.1966 -3.6534
C -0.4823 1.1032 -3.4983
C -0.3638 -0.0158 -2.7750
C 0.8977 -0.4229 -2.1024
C 1.1061 0.0665 -0.6812
C -2.9689 1.1493 -1.3467
H 0.2870 1.6298 0.6659
H 0.6284 3.5176 -0.6893
H 2.3836 2.0081 -2.6315
H 1.7120 3.6916 -2.6971
H -0.0252 3.0793 -4.0474
H 1.1646 1.8666 -4.4864
H -1.4678 1.2920 -3.9816
H -1.1996 -0.6573 -2.6488
H 1.7782 -0.1447 -2.6822
H 0.8760 -1.5255 -2.0146
H 0.5276 -0.6675 0.0629
H 2.1679 -0.1462 -0.3864
H -2.0183 0.8492 -0.8872
H -3.2723 0.2738 -1.9810
H -3.7015 1.3394 -0.5228
P -4.8196 6.3920 -3.6329
P -5.7048 4.1985 -5.1642
C -4.1651 6.3457 -5.3429
C -4.4976 5.2353 -6.0583
C -5.1796 8.1946 -3.4346
C -4.5493 9.2041 -4.1715
C -4.9233 10.5436 -4.0556
C -5.8572 10.9180 -3.0859
C -6.3875 9.9488 -2.2343
C -6.0538 8.6054 -2.4136
C -3.2846 6.1953 -2.6350
C -2.8299 4.8689 -2.4583
C -1.6168 4.6838 -1.8129
C -0.8334 5.7953 -1.4022
C -1.3606 7.0932 -1.4870
C -2.6020 7.2945 -2.1087
C -7.1798 4.6474 -6.2273
C -7.7972 5.9170 -6.2433
C -8.9248 6.1657 -7.0417
C -9.4285 5.1545 -7.8685
C -8.7832 3.9179 -7.9267
C -7.6546 3.6930 -7.1310
C -5.2545 2.4743 -5.6697
C -5.9212 1.3972 -5.0526
C -5.5562 0.0818 -5.3346
C -4.5404 -0.1739 -6.2608
C -3.9089 0.8854 -6.9167
C -4.2544 2.2052 -6.6175
H -3.4847 7.1388 -5.7137
H -4.1983 4.9815 -7.0946
H -3.7480 8.9532 -4.8539
H -4.4869 11.2928 -4.7167
H -6.1679 11.9593 -3.0055
H -7.0690 10.2540 -1.4362
H -6.4792 7.8645 -1.7472
H -3.5688 4.2339 -3.1105
H -1.3061 3.6645 -1.6091
H 0.1624 5.6281 -0.9738
H -0.8349 7.9624 -1.0836
H -3.0184 8.3058 -2.2053
H -7.4092 6.7284 -5.6284
H -9.4195 7.1414 -7.0242
H -10.3198 5.3324 -8.4795
H -9.1467 3.1232 -8.5859
H -7.1447 2.7332 -7.2224
H -6.6875 1.6023 -4.2987
H -6.0565 -0.7435 -4.8305
H -4.2421 -1.1976 -6.4834
H -3.1373 0.7035 -7.6666
H -3.7308 3.0360 -7.0940
O 1.2130 -2.6794 2.6998
N 1.3592 -1.9413 1.7164
O 2.4192 -1.3471 1.4388
O 0.3480 -1.8586 0.8601

Forces on atoms 1 to 3 (eV/Å):
Pt 0.2186 0.3640 -0.9117
C 0.9919 0.2308 0.7138
C -1.5439 -0.2454 0.7742

- electronic energy (eV) = -66322.04357
- net charge = +2
- HOMO energy (spin up / spin down) (eV) = -13.9097 / -13.9779
- 2S+1 = 5
- energy relative to the best compared isomer or geometry (same formula, charge and spin) (eV) = 0.0000
- gap between HOMO and LUMO (spin up / spin down) (eV) = 7.22 / 4.76


[2]
# C35H38As2BCuF4NO10P

A molecular structure, C35H38As2BCuF4NO10P (the ωB97M-V functional and the def2-TZVPD basis, the OMol25 dataset).

CARTESIAN COORDINATES (ANGSTROEM)
Cu 0.1061 -2.5068 1.2692
N 2.0227 -2.2962 0.6973
C 2.8261 -3.5010 0.9937
C 2.6711 -3.9414 2.4465
C 1.3249 -4.5975 2.7657
O 1.3007 -5.7449 3.1848
O 0.2719 -3.8585 2.5834
H 2.1154 -2.0080 -0.2700
H 2.3163 -1.5129 1.2777
H 3.8829 -3.3091 0.7882
H 2.4964 -4.2940 0.3191
H 2.7816 -3.0702 3.0957
H 3.4494 -4.6629 2.6865
C -6.9748 0.5517 0.9417
C -5.9998 1.3184 0.3162
C -4.6625 0.9679 0.4348
C -4.2731 -0.1620 1.1580
C -5.2611 -0.9202 1.7829
C -6.6009 -0.5645 1.6768
P -2.4606 -0.5077 1.2425
C -2.3596 -1.8209 2.5210
C -2.7078 -3.1542 2.2908
C -2.5818 -4.0974 3.2995
C -2.0974 -3.7222 4.5436
C -1.7416 -2.4017 4.7816
C -1.8676 -1.4560 3.7758
C -2.1947 -1.5316 -0.2629
C -3.1361 -1.6851 -1.2800
C -2.8422 -2.4599 -2.3982
C -1.6030 -3.0713 -2.5078
C -0.6658 -2.9163 -1.4892
C -0.9355 -2.1621 -0.3470
H -8.0195 0.8275 0.8619
H -6.2812 2.1974 -0.2515
H -3.9007 1.5774 -0.0426
H -4.9828 -1.7947 2.3586
H -7.3553 -1.1642 2.1725
H -3.0624 -3.4577 1.3126
H -2.8294 -5.1328 3.1022
H -1.9613 -4.4681 5.3166
H -1.3252 -2.1114 5.7380
H -1.5364 -0.4383 3.9447
H -4.1076 -1.2106 -1.2014
H -3.5875 -2.5932 -3.1749
H -1.3687 -3.6767 -3.3769
H 0.3007 -3.4062 -1.5959
C -0.9673 -0.6392 -4.2761
O -0.2587 -0.0697 -3.1731
C 1.0629 -0.2542 -3.1763
O 1.6362 -0.8667 -4.0493
C 1.7603 0.2547 -1.9600
C 3.0547 0.6003 -2.1042
As 3.5305 2.0309 -3.3582
C 1.8956 2.1870 -4.4416
C 2.8282 3.1809 -1.8083
C 1.8558 2.8771 -0.9361
As 0.9493 1.1427 -0.3496
C -0.7983 1.6822 -1.0954
C 1.3086 3.9496 -0.0350
O 0.7008 3.7157 0.9767
O 1.5086 5.2009 -0.4918
C 1.0916 6.2371 0.4033
C 3.6991 4.3923 -1.5639
O 4.4354 4.4484 -0.6217
O 3.7134 5.3928 -2.4707
C 2.7028 5.4430 -3.4729
C 4.0723 0.7039 -0.9938
O 5.1590 1.1924 -1.1970
O 3.7171 0.1644 0.1646
C 4.6621 0.3557 1.2455
H -2.0188 -0.5826 -4.0123
H -0.6725 -1.6733 -4.4316
H -0.7646 -0.0701 -5.1840
H 1.8605 1.3432 -5.1276
H 1.9637 3.1037 -5.0246
H 0.9875 2.2129 -3.8394
H -0.7158 2.2054 -2.0451
H -1.2253 2.3339 -0.3337
H -1.4278 0.8042 -1.2133
H 1.3561 7.1704 -0.0838
H 1.6073 6.1428 1.3564
H 0.0188 6.1822 0.5763
H 2.6013 6.4878 -3.7537
H 1.7484 5.0772 -3.0948
H 3.0030 4.8684 -4.3484
H 4.1904 -0.0683 2.1239
H 4.8392 1.4195 1.3823
H 5.5975 -0.1442 1.0026
F 0.4587 -0.6161 2.6185
B 1.4344 -0.0152 3.4942
F 0.8410 0.2139 4.7283
F 2.5118 -0.9366 3.5975
F 1.9033 1.1691 2.9158

Forces on atoms 1 to 3 (eV/Å):
Cu -0.3686 -0.1260 0.0493
N -0.0252 -0.1654 0.1592
C -0.0078 0.0676 0.0396

- electronic energy (eV) = -246035.14642
- net charge = -1
- HOMO energy (spin up / spin down) (eV) = -5.7861 / -5.7971
- 2S+1 = 2
- energy relative to the best compared isomer or geometry (same formula, charge and spin) (eV) = 0.3463
- gap between HOMO and LUMO (spin up / spin down) (eV) = 6.85 / 6.86


[3]
# C35H38ClN3O2PdS5

A molecular structure, C35H38ClN3O2PdS5 (the ωB97M-V functional and the def2-TZVPD basis, the OMol25 dataset).

CARTESIAN COORDINATES (ANGSTROEM)
Pd 0.0028 -0.4067 0.4024
C -0.2468 -0.7648 5.4578
N 0.4863 -1.5859 4.4895
C 1.5758 -2.3840 4.7881
C 1.9552 -2.9948 3.6539
N 1.0812 -2.5662 2.6540
C 0.1948 -1.6849 3.1870
S -1.0743 -0.8654 2.3875
C 0.9918 -3.1556 1.3712
C 1.2657 -4.5097 1.2647
C 1.2629 -5.1005 0.0155
C 0.9664 -4.3157 -1.0860
C 0.6585 -2.9868 -0.8889
N 0.6708 -2.3930 0.3173
H -0.1350 -1.2190 6.4383
H -1.2981 -0.7429 5.1861
H 0.1454 0.2488 5.4602
H 1.9849 -2.4388 5.7811
H 2.7632 -3.6748 3.4564
H 1.4551 -5.0867 2.1579
H 1.4728 -6.1561 -0.0894
H 0.9428 -4.7226 -2.0861
H 0.3512 -2.3541 -1.7072
Cl 3.4621 4.8897 -3.0221
C 3.1849 3.5129 -2.0757
C 3.2389 2.2498 -2.6884
C 2.9969 1.1453 -1.9263
C 2.7008 1.2748 -0.5301
C 2.5591 0.1509 0.2344
C 2.6476 2.5820 0.0515
C 2.9043 3.6813 -0.7075
H 3.4802 2.1805 -3.7393
H 3.0552 0.1543 -2.3576
H 2.4506 0.1965 1.3115
H 2.7087 -0.8195 -0.2257
H 2.3993 2.6775 1.1006
H 2.8768 4.6774 -0.2908
C -1.0409 -2.9059 -4.0647
C 0.0151 -1.9095 -4.5331
C -0.4686 -0.4628 -4.4881
S -0.1807 0.3117 -2.8838
O -0.8514 -0.5407 -1.8067
C -1.1228 1.8387 -3.0751
C -2.6125 1.7585 -2.7636
C -3.4641 0.8702 -3.6575
H -0.6592 -3.9266 -4.1005
H -1.9111 -2.8675 -4.7212
H -1.3896 -2.6912 -3.0551
H 0.2875 -2.1350 -5.5654
H 0.9467 -2.0094 -3.9620
H -1.5199 -0.3875 -4.7593
H 0.1044 0.1768 -5.1646
H -0.9161 2.1708 -4.0967
H -0.6485 2.5335 -2.3810
H -2.9707 2.7905 -2.8113
H -2.7197 1.4629 -1.7195
H -3.2967 1.0748 -4.7172
H -4.5198 1.0508 -3.4591
H -3.2803 -0.1893 -3.4718
O -0.4644 1.4608 0.2441
C -1.1856 2.3262 1.0982
C -2.4412 1.6534 1.6096
C -3.1990 0.7309 0.9476
C -4.3284 0.3090 1.7007
C -4.4048 0.9313 2.9085
S -3.1115 2.0270 3.1439
C -0.3263 2.8361 2.2483
C -0.3825 4.0718 2.8191
C 0.5345 4.2488 3.8942
C 1.2856 3.1417 4.1185
S 0.8518 1.8647 3.0556
C -1.5983 3.5038 0.2301
C -2.8547 3.9542 -0.0340
C -2.8751 5.0856 -0.8996
C -1.6298 5.4751 -1.2732
S -0.4219 4.4830 -0.5684
H -2.9429 0.3481 -0.0313
H -5.0502 -0.4171 1.3570
H -5.1588 0.8127 3.6698
H -1.0561 4.8415 2.4694
H 0.6343 5.1629 4.4598
H 2.0634 3.0012 4.8520
H -3.7429 3.4993 0.3804
H -3.7775 5.5870 -1.2162
H -1.3527 6.2992 -1.9107

Forces on atoms 1 to 3 (eV/Å):
Pd -0.7409 -0.2490 -0.4467
C 0.0035 -0.0313 -0.0338
N -0.0421 0.0379 0.0212

- electronic energy (eV) = -115640.32261
- net charge = +2
- HOMO energy (eV) = -12.8531
- 2S+1 = 1
- energy relative to the best compared isomer or geometry (same formula, charge and spin) (eV) = 0.0000
- gap between HOMO and LUMO (eV) = 4.99


[4]
# C35H38ClN3O2Ta

A molecular structure, C35H38ClN3O2Ta at a distorted geometry (the ωB97M-V functional and the def2-TZVPD basis, the OMol25 dataset).

CARTESIAN COORDINATES (ANGSTROEM)
Ta -0.4363 -0.3827 -0.7008
C -2.3197 -2.9314 -0.2099
C -2.0947 -3.7722 -1.2710
C -0.6931 -3.8158 -1.5098
C -0.0446 -3.0081 -0.5935
C -1.0656 -2.3767 0.2262
H -3.2772 -2.7111 0.2406
H -2.8409 -4.3294 -1.8192
H -0.2164 -4.4116 -2.2760
H 1.0186 -2.9518 -0.4169
H -0.9044 -2.2280 1.2950
Cl 2.3432 6.2416 -0.3120
C 1.5622 4.7695 -0.7739
C 1.9086 4.1515 -1.9792
C 1.3005 2.9762 -2.3622
C 0.3502 2.3734 -1.5368
O -0.2348 1.2254 -1.8905
C -0.0068 3.0080 -0.3377
C -1.1137 2.4884 0.4244
N -1.5437 1.2790 0.3396
C -2.8055 0.9560 0.9116
C -3.3002 1.3829 2.1094
C -4.5997 0.9936 2.5061
C -5.3828 0.2292 1.6886
C -4.8969 -0.1953 0.4286
C -5.6592 -0.9303 -0.5095
C -5.0977 -1.2728 -1.7044
C -3.7508 -0.9374 -1.9470
N -3.0096 -0.2547 -1.1067
C -3.5859 0.1453 0.0596
C 0.5977 4.2179 0.0319
H 2.6551 4.6098 -2.6138
H 1.5639 2.4946 -3.2947
H -1.6771 3.1990 1.0283
H -2.7057 2.0133 2.7546
H -4.9736 1.3191 3.4670
H -6.3851 -0.0506 1.9868
H -6.6797 -1.2035 -0.2711
H -5.6539 -1.8128 -2.4570
H -3.2724 -1.2596 -2.8643
H 0.3146 4.7062 0.9562
C 3.4404 0.7383 -1.4044
C 3.7770 -0.5227 -0.6121
C 3.2544 -1.7706 -1.3221
C 3.3395 -0.4122 0.8382
C 4.3463 -0.4656 1.7949
C 4.0798 -0.3539 3.1474
C 2.7818 -0.1395 3.5634
C 1.7343 -0.0632 2.6519
C 0.3591 0.2747 3.1851
C 0.3440 1.7618 3.5575
C -0.0510 -0.5782 4.3873
C 2.0131 -0.2330 1.2820
N 0.9463 -0.2996 0.3623
H 3.8557 0.6811 -2.4140
H 3.8461 1.6299 -0.9233
H 2.3617 0.8642 -1.4839
H 4.8646 -0.6098 -0.5803
H 2.1891 -1.6849 -1.5312
H 3.4114 -2.6673 -0.7201
H 3.7746 -1.9082 -2.2726
H 5.3683 -0.6020 1.4627
H 4.8821 -0.4251 3.8697
H 2.5751 -0.0178 4.6191
H -0.3721 0.0970 2.3962
H 1.1376 1.9762 4.2748
H -0.6010 2.0436 4.0248
H 0.5161 2.3952 2.6851
H 0.5134 -0.3107 5.2816
H 0.1072 -1.6400 4.1947
H -1.1087 -0.4254 4.6121
C 1.7553 -0.9965 -4.2548
C 0.6562 -1.8230 -3.6302
O -0.2099 -0.9820 -2.8141
H 2.4383 -1.6496 -4.7983
H 2.3212 -0.4637 -3.4907
H 1.3540 -0.2702 -4.9653
H 1.0444 -2.5814 -2.9630
H 0.0361 -2.3101 -4.3824
H -0.4687 -0.2000 -3.3248

Forces on atoms 1 to 3 (eV/Å):
Ta -1.4684 -0.0377 -0.3562
C 0.0914 -0.2093 0.0178
C -0.0098 -0.0168 0.0121

- electronic energy (eV) = -59547.89333
- net charge = +1
- HOMO energy (eV) = -10.6257
- 2S+1 = 1
- energy relative to the best compared isomer or geometry (same formula, charge and spin) (eV) = 0.3857
- gap between HOMO and LUMO (eV) = 7.12


[5]
# C35H38F2N3NiO3P2

A molecular structure, C35H38F2N3NiO3P2 at a distorted geometry (the ωB97M-V functional and the def2-TZVPD basis, the OMol25 dataset).

CARTESIAN COORDINATES (ANGSTROEM)
Ni -0.9914 -1.1992 0.1785
C 0.8441 1.8004 0.5928
N 2.0677 1.2552 0.0434
C 2.1071 -0.0302 -0.6034
P 1.1889 -1.4278 0.1723
C 1.8504 -2.7603 -0.8564
C 1.2237 -3.0085 -2.0750
C 1.7333 -3.9672 -2.9363
C 2.8628 -4.6902 -2.5776
C 3.4867 -4.4483 -1.3626
C 2.9867 -3.4802 -0.5028
C 1.8894 -1.6492 1.8325
C 1.5538 -2.8033 2.5503
C 2.0452 -2.9955 3.8314
C 2.8755 -2.0434 4.4121
C 3.2213 -0.9066 3.7020
C 2.7337 -0.7059 2.4155
C 3.1542 2.1317 -0.1451
C 4.0507 1.9617 -1.2019
C 5.1199 2.8335 -1.3569
C 5.3095 3.8887 -0.4800
C 4.4151 4.0630 0.5667
C 3.3497 3.1953 0.7410
P -0.7184 1.0978 -0.0629
C -1.9168 2.1620 0.7919
C -2.4139 1.7854 2.0364
C -3.2858 2.6225 2.7173
C -3.6748 3.8316 2.1583
C -3.1809 4.2112 0.9180
C -2.3006 3.3826 0.2389
C -0.7914 1.6155 -1.8018
C -1.9472 1.3533 -2.5397
C -2.0238 1.7181 -3.8730
C -0.9479 2.3436 -4.4905
C 0.2012 2.6120 -3.7649
C 0.2804 2.2523 -2.4253
H 0.8146 2.8787 0.4166
H 0.7639 1.6577 1.6819
H 3.1454 -0.3660 -0.6469
H 1.7456 -0.0225 -1.6461
H 0.3262 -2.4630 -2.3492
H 1.2436 -4.1562 -3.8823
H 3.2546 -5.4459 -3.2455
H 4.3654 -5.0128 -1.0804
H 3.4843 -3.2959 0.4410
H 0.9193 -3.5562 2.1007
H 1.7845 -3.8944 4.3746
H 3.2571 -2.1944 5.4132
H 3.8768 -0.1654 4.1399
H 3.0162 0.1854 1.8712
H 3.9143 1.1660 -1.9216
H 5.8031 2.6869 -2.1835
H 6.1418 4.5666 -0.6086
H 4.5517 4.8776 1.2661
H 2.6817 3.3354 1.5807
H -2.1257 0.8395 2.4748
H -3.6623 2.3259 3.6879
H -4.3577 4.4803 2.6916
H -3.4752 5.1562 0.4805
H -1.9192 3.6888 -0.7273
H -2.7933 0.8756 -2.0639
H -2.9279 1.5168 -4.4329
H -1.0102 2.6272 -5.5328
H 1.0401 3.1101 -4.2331
H 1.1806 2.4912 -1.8741
C -6.2933 -0.0211 0.5722
O -4.8778 0.0941 0.3968
C -4.1497 -0.8998 -0.1110
O -2.9445 -0.7068 -0.2046
N -4.8106 -2.0117 -0.4884
N -4.1672 -3.0046 -1.2257
H -6.6009 0.9138 1.0280
H -6.5366 -0.8452 1.2448
H -6.7983 -0.1341 -0.3887
H -5.8062 -2.0627 -0.3518
H -4.6186 -3.1053 -2.1252
H -4.1829 -3.8775 -0.7143
O -1.3000 -1.2087 2.6335
H -0.4711 -1.4791 3.0514
H -1.8815 -1.9763 2.7142
F -2.4395 -3.2438 1.0433
C -1.3639 -3.0238 0.1538
F -0.4188 -3.9472 0.5543
H -1.7361 -3.3551 -0.8181

Forces on atoms 1 to 3 (eV/Å):
Ni 0.1597 1.2521 -0.1372
C 0.0345 0.0195 0.0637
N 0.0384 0.0683 -0.0616

- electronic energy (eV) = -112575.27886
- net charge = +1
- HOMO energy (eV) = -10.1721
- 2S+1 = 1
- energy relative to the best compared isomer or geometry (same formula, charge and spin) (eV) = 0.0000
- gap between HOMO and LUMO (eV) = 8.13


Question: The lowest net charge belongs to which entry?
Answer: C35H38As2BCuF4NO10P